Below is C32H48AsBrNO6RuS4Si2 as an isolated structure, with properties calculated with ωB97M-V with the def2-TZVPD basis set.

Properties
Total charge: -2
Orbital gap (spin up / spin down) in eV: 5.45 / 5.71
Energy relative to the best compared isomer or geometry (same formula, charge and spin) in kJ/mol: 94.8
Multiplicity: 6

```
96
C32H48AsBrNO6RuS4Si2 (ωB97M-V with the def2-TZVPD basis set)
Ru -0.4950 1.2649 0.6602
S -1.4670 0.3267 2.7801
C -3.1463 0.7953 2.9268
C -3.7741 0.7709 4.1770
C -5.1006 1.1492 4.3262
C -5.8212 1.5672 3.2087
C -5.2080 1.5917 1.9654
C -3.8724 1.1975 1.7954
S -3.1214 1.1885 0.2201
H -3.1923 0.4585 5.0373
H -5.5651 1.1294 5.3057
H -6.8546 1.8820 3.3099
H -5.7565 1.9237 1.0906
C 0.0763 2.8314 -4.9814
Si -0.1879 4.4438 -4.0930
C 1.3526 5.4766 -4.3654
C -1.6299 5.3168 -4.9194
C -0.5010 4.4248 -2.2550
C -0.3594 5.6393 -1.6004
C -0.4705 5.7451 -0.2188
C -0.6862 4.5846 0.4861
N -0.8656 3.4084 -0.1156
C -0.7907 3.2936 -1.4570
S -1.0401 1.6791 -2.0338
H 0.2836 3.0500 -6.0345
H -0.7972 2.1825 -4.9039
H 0.9212 2.2863 -4.5539
H 1.6463 5.4695 -5.4202
H 2.1741 5.0729 -3.7664
H 1.2061 6.5163 -4.0607
H -1.4428 5.4799 -5.9867
H -1.8145 6.2869 -4.4485
H -2.5400 4.7178 -4.8165
H -0.1193 6.5316 -2.1728
H -0.3212 6.6835 0.2966
H -0.7177 4.5698 1.5676
O 4.0015 1.9834 -1.3015
As 2.7704 2.6816 -0.1943
O 2.6307 4.2910 -0.4690
O 1.4968 1.6247 -0.4879
C 3.8211 2.4155 1.4455
C 5.1848 2.6682 1.3282
C 6.0141 2.5885 2.4390
C 5.4947 2.2510 3.6802
C 4.1388 1.9913 3.8146
C 3.3138 2.0739 2.7028
S 1.5874 1.7106 2.8798
O 1.2960 1.7024 4.2885
O 1.4235 0.4324 2.1668
O 0.9389 2.7805 2.0897
H 3.4865 1.3345 -1.7983
H 5.5895 2.9227 0.3578
H 7.0738 2.7927 2.3346
H 6.1459 2.1946 4.5452
H 3.6982 1.7308 4.7684
C 2.3979 -4.0069 -1.0900
C 0.9147 -4.1896 -1.4507
C 0.7412 -3.5301 -2.8303
C 0.6235 -5.6909 -1.6176
Si -0.2060 -3.4112 -0.0883
Br -0.0097 -1.2107 -0.5510
C 0.4206 -3.7769 1.6776
C 0.7759 -5.2666 1.8353
C -0.6365 -3.4377 2.7370
C 1.6539 -2.9236 2.0212
C -2.0685 -3.7643 -0.3425
C -2.9428 -2.7469 0.4172
C -2.4389 -5.1844 0.1196
C -2.4447 -3.6383 -1.8263
H 3.0081 -4.3609 -1.9313
H 2.6940 -4.5750 -0.2092
H 2.6481 -2.9572 -0.9188
H 1.4343 -4.0172 -3.5296
H 0.9812 -2.4675 -2.8108
H -0.2635 -3.6366 -3.2340
H 1.3527 -6.1208 -2.3175
H -0.3698 -5.8650 -2.0375
H 0.6950 -6.2506 -0.6837
H -0.0642 -5.9297 1.6092
H 1.0597 -5.4410 2.8807
H 1.6208 -5.5697 1.2159
H -1.5140 -4.0823 2.6782
H -0.9564 -2.3953 2.6893
H -0.1839 -3.5889 3.7255
H 2.5021 -3.1022 1.3632
H 1.9687 -3.1733 3.0429
H 1.4348 -1.8558 2.0021
H -2.8622 -2.8344 1.4973
H -3.9912 -2.9307 0.1478
H -2.7221 -1.7089 0.1617
H -2.2848 -5.3249 1.1900
H -1.8778 -5.9622 -0.4056
H -3.5047 -5.3550 -0.0808
H -2.1600 -2.6686 -2.2412
H -3.5342 -3.7280 -1.9171
H -1.9993 -4.4267 -2.4376
```